ORCA calculation (ωB97M-V/def2-TZVPD) on a structure of composition C72H64Cl3GeI4N4O2SeTi at a distorted geometry.

The geometry in XYZ format:
```
152
Properties=species:S:1:pos:R:3:forces:R:3:mulliken_spin:R:1
I -5.4137 -6.4837 5.2429 0.2702 0.3009 -0.1001 0.001
I 8.4617 -2.3168 6.1569 -0.3467 -0.0352 -0.2458 0.000
I 7.5207 5.8955 -1.9941 -0.3058 -0.2312 0.1607 0.000
I -4.3711 8.3377 4.9342 0.2273 -0.3931 -0.1216 0.000
Se 1.9580 -1.0131 -1.1219 -0.3051 -0.0226 -1.6097 -0.006
Ge 1.2862 -3.7018 1.0992 0.4256 -0.7258 -0.4761 0.000
Ti 0.3185 0.1694 1.3955 -0.2501 -0.2066 0.2343 -0.034
Cl 2.9183 -3.6561 -0.6696 0.2790 -0.8208 0.4567 0.002
Cl 2.5619 -5.2753 2.2245 0.1041 -0.1320 0.2618 0.001
Cl -0.1514 -5.2644 0.1458 -0.0331 -0.0637 0.0375 0.000
O -0.4999 -1.3613 0.4399 -0.5590 0.7318 1.2442 -0.006
O 0.0280 1.0645 -0.1443 -0.2997 0.8713 -0.1175 0.036
N 0.6961 -1.2096 2.9124 -0.4853 -0.2543 0.2492 0.037
N -1.2853 0.6391 2.7104 0.0710 -0.8429 -0.3832 0.030
N 0.7731 2.3665 1.9597 0.1421 -0.3231 -0.2451 0.068
N 2.3967 0.2619 1.3955 0.4042 0.7720 0.1795 0.042
C -2.3774 -4.0089 3.3428 -0.0348 0.3133 -0.0191 0.034
C -0.7042 -4.2908 -4.4503 -0.0333 -0.0596 -0.1073 0.000
C 1.8709 -1.7282 3.3998 1.5817 0.1185 -0.3746 0.116
C 3.2970 -0.7374 1.6771 0.3294 -0.2008 0.2991 0.086
C -1.9796 1.8058 2.9160 0.0396 1.4477 0.3042 0.121
C 0.4664 1.2138 -4.2850 -0.0182 0.0971 0.0613 0.005
C 1.2334 0.3828 -3.4853 0.0372 0.2362 -0.0496 0.002
C -2.5645 -2.7293 3.8849 -0.3477 -0.3614 0.1146 0.008
C -0.0670 3.3103 2.4855 -0.8125 0.0373 0.4700 0.091
C 4.4498 -0.6051 0.8679 -0.2212 0.3884 0.0988 -0.060
C -1.8728 -2.5093 -1.2590 -0.0023 0.2285 0.2301 0.004
C 1.0820 2.3742 -6.4196 -0.1028 -0.1698 0.0656 0.000
C 5.4040 -2.6270 3.0638 -0.3436 0.0204 0.1169 -0.006
C -1.5513 5.0572 4.4163 -0.1467 -0.4647 -0.0979 0.003
C -0.2961 -1.9335 3.5114 -0.5312 0.8139 -0.1826 -0.072
C 3.8054 3.3572 -0.0657 0.2948 0.2283 -0.2661 0.002
C -0.6836 -1.9314 -0.7425 0.3716 -0.4694 -1.0200 -0.005
C 0.1593 1.2295 -1.4373 0.4451 0.0038 -2.0621 -0.002
C -2.1828 6.2000 4.8600 -0.1913 0.2977 0.0916 0.004
C -0.3490 2.1223 -3.6201 0.1007 -0.1707 -0.1322 -0.003
C -0.6562 -3.4369 -3.1960 0.1321 0.0599 0.0260 0.000
C -1.7567 -3.7187 -5.4116 0.1646 -0.1376 0.0955 0.000
C 5.9130 4.7862 -1.1579 0.4046 0.3403 -0.1884 0.020
C 3.1384 -1.5366 2.8284 -1.7927 0.1964 -0.1642 0.035
C 2.7878 2.5017 0.5391 -0.7640 -0.1201 0.1005 0.160
C -3.3075 1.5173 3.3259 0.0638 -0.3569 0.0435 -0.037
C 6.5691 -2.7633 3.7942 0.2019 -0.0574 0.0667 0.001
C 4.2881 0.5407 0.1294 0.0660 -0.2476 0.2649 0.131
C 6.6460 -2.2113 5.0584 0.4055 0.0451 0.3721 -0.005
C 0.4316 1.1280 -5.8045 -0.0036 0.0732 -0.1870 0.000
C 4.5566 4.2382 0.7194 -0.1714 -0.2378 -0.1005 0.041
C -3.4166 0.1562 3.4021 -0.1810 0.4297 -0.1214 0.133
C 5.6109 4.9473 0.1833 0.1873 0.1950 -0.1110 -0.013
C -1.8892 3.0187 -0.2671 0.1535 -0.0335 -0.0984 0.012
C -3.9892 5.7767 3.3224 -0.2197 0.2878 0.1259 0.010
C -2.1176 4.2402 3.4260 -0.5334 0.7967 0.2849 -0.037
C 1.1523 -0.1158 -6.3323 -0.1149 0.2185 0.1305 0.000
C -1.3802 3.0798 2.9455 0.8303 -1.1700 -0.5932 0.035
C 0.2519 -2.8864 4.4114 0.9564 -0.3322 0.1660 0.082
C -3.1694 -5.0734 3.7196 -0.0632 -0.2424 0.0628 -0.007
C -0.5437 2.1625 -2.2457 -0.0417 -0.1050 0.6159 -0.007
C -2.7916 3.2995 -2.5350 0.2027 -0.0129 0.0421 0.000
C -2.1305 -0.3667 3.1110 0.5488 -0.3724 0.2614 -0.044
C -3.2578 -2.4096 -0.6338 -0.2004 0.0462 0.0724 0.001
C -3.3967 6.5601 4.2973 -0.1803 0.3417 0.1435 -0.006
C -3.6601 -3.7885 -0.0938 0.0044 0.1930 -0.0068 -0.001
C -3.5490 -2.5726 4.8647 0.2330 0.0182 -0.1184 0.046
C 0.6378 -4.3284 -5.1878 -0.2014 0.0305 0.1420 0.000
C -4.1507 -4.8739 4.6739 -0.2942 -0.3602 0.1171 0.024
C 0.4886 -2.8082 -2.7465 -0.3072 -0.1508 0.0789 0.000
C 3.0564 1.1251 0.5419 0.1702 -0.0521 0.8465 -0.045
C 4.4052 -1.4396 4.8999 -0.0979 0.0231 -0.3347 0.001
C 1.6099 -2.7366 4.3641 -0.7392 -0.0802 0.2426 -0.050
C 4.1405 3.2181 -1.4157 -0.2228 0.1191 0.3009 0.032
C 1.7514 3.0658 1.3093 0.2185 -0.6127 -0.2186 -0.087
C 1.5479 4.4661 1.4483 -0.4701 0.3228 0.3864 0.092
C -3.2844 -1.3962 0.4996 0.0198 -0.1391 -0.0502 -0.005
C -1.0725 -5.7255 -4.0524 0.0659 0.1545 -0.0932 0.000
C -0.7564 4.5906 -1.8322 -0.1104 -0.1475 0.0384 -0.006
C -1.4878 3.2421 -1.7218 -0.1681 0.1847 0.0867 0.007
C 1.0839 0.4104 -2.1146 0.1057 -0.1929 0.7748 -0.006
C 0.4421 -2.0807 -1.5784 0.2892 0.3466 0.3101 0.008
C 5.5649 -1.5665 5.6329 0.2712 -0.0700 0.1833 0.003
C -1.0346 1.0340 -6.2614 0.1632 -0.0026 0.0212 0.000
C 0.4204 4.6196 2.2025 0.4619 0.1127 -0.2434 -0.069
C -3.3597 4.6218 2.9035 0.3866 -0.2279 -0.0181 -0.015
C -4.2838 -1.9590 -1.6886 0.1249 -0.0715 0.1001 0.000
C 5.1858 3.9311 -1.9655 0.2315 0.1217 -0.1587 -0.009
C -1.8003 -3.2434 -2.4357 0.1542 0.0464 -0.0695 -0.001
C -1.6806 -1.6589 3.4372 0.7892 0.3390 -0.2515 0.151
C 4.3179 -1.9251 3.5878 0.6428 -0.2850 0.4476 -0.027
C -4.3338 -3.6371 5.2632 -0.2132 -0.1142 0.1187 -0.014
H -2.8947 -0.4294 0.1710 -0.0257 0.0290 0.0644 -0.006
H -4.2876 -0.4183 3.6461 -0.1212 -0.0741 0.0868 0.005
H 5.6346 -1.1451 6.6270 -0.0081 -0.0384 -0.0060 0.000
H -2.9466 -4.1231 0.6539 0.0490 -0.0590 0.0607 0.000
H -5.0715 -3.5038 6.0413 -0.0714 0.0031 0.0121 0.000
H -1.7316 -4.2581 -6.3577 -0.0568 -0.0829 -0.1589 0.000
H -3.9406 -1.0587 -2.1959 0.0151 0.1142 -0.0438 0.000
H 7.4134 -3.2878 3.3746 0.0544 -0.0796 -0.0309 0.000
H 0.5466 -4.9654 -6.0688 0.0101 -0.0538 -0.0547 0.000
H -0.8851 2.8445 -4.2153 -0.1456 0.0712 -0.0781 0.000
H -3.6712 -4.5309 -0.8881 0.0076 -0.1103 -0.1219 0.000
H 1.4366 -2.8938 -3.2561 0.0155 0.0438 -0.0437 0.000
H -3.4581 4.0326 -2.0836 -0.1069 0.0929 0.0503 0.000
H -1.5528 -2.6664 -5.6041 -0.0093 0.1058 -0.0500 0.000
H 1.4215 -4.7316 -4.5505 0.1200 -0.0183 0.0405 0.000
H -1.5738 1.9565 -6.0612 -0.0996 0.0761 0.0354 0.000
H -2.3737 2.0498 -0.1395 0.0035 -0.0073 0.0718 -0.012
H -1.7369 6.8021 5.6397 0.0172 0.0251 -0.0142 0.000
H 1.9447 -0.3199 -3.9002 -0.1052 -0.0731 -0.0213 -0.001
H -1.5364 0.2243 -5.7342 -0.0746 -0.0668 0.0277 0.000
H 5.3202 -3.0987 2.0986 -0.0484 -0.0165 -0.1996 0.001
H -4.0622 2.2368 3.5731 -0.1314 0.1396 0.0408 -0.008
H -1.5981 -4.1576 2.6060 0.0061 -0.0416 -0.1007 -0.009
H -4.2970 -1.2529 0.8776 -0.1595 -0.0424 -0.0175 0.001
H 2.3543 -3.3058 4.8847 0.1217 -0.1209 0.0721 -0.003
H -2.6631 -1.7562 1.3100 -0.0385 0.0923 -0.0755 0.015
H 3.5615 2.5446 -2.0295 -0.0944 -0.1352 -0.0924 -0.001
H -0.3410 -6.1097 -3.3454 0.0643 -0.0852 0.0801 0.000
H -4.4603 -2.7265 -2.4377 -0.0376 -0.0584 -0.1398 0.000
H -0.4729 4.8010 -2.8623 0.0346 0.0055 -0.1185 0.000
H 5.2866 -1.2744 0.8394 0.1184 -0.0693 0.0424 -0.003
H -3.6710 -1.6187 5.3537 0.0000 0.0955 0.0317 -0.001
H 0.6023 3.2804 -6.0563 -0.0483 0.1194 0.0210 0.000
H -2.0452 -5.7570 -3.5703 -0.1510 -0.0317 0.0816 0.000
H -3.8219 4.0211 2.1342 0.0390 -0.0581 -0.0930 -0.004
H -2.6336 3.5921 -3.5691 0.0012 0.0349 -0.1547 0.000
H -1.3965 5.3985 -1.4814 -0.1093 0.1472 0.0862 0.000
H 0.7316 -1.0127 -5.8842 0.0068 -0.1629 0.0433 0.000
H -2.7089 -3.7150 -2.7748 -0.1707 -0.0682 -0.0370 0.000
H -1.0886 0.8362 -7.3326 0.0081 0.0110 -0.1114 0.000
H 0.9983 2.3478 -7.5064 0.0150 0.0322 -0.1376 0.000
H 1.0262 -0.1786 -7.4134 0.0095 -0.0045 -0.0826 0.000
H -0.6061 4.7639 4.8516 0.0436 -0.0053 -0.0112 -0.001
H 6.2016 5.6019 0.8093 0.0097 0.0358 -0.0196 0.000
H -3.0128 -6.0426 3.2697 -0.0130 -0.0589 -0.0311 0.000
H 5.4362 3.8159 -3.0100 0.0016 0.0090 -0.0556 0.000
H -1.0983 -6.3696 -4.9315 -0.0158 -0.1255 -0.1136 0.000
H 4.9944 0.9711 -0.5569 0.0418 0.0103 -0.0334 0.006
H -3.2863 2.3308 -2.5253 -0.0757 -0.1270 -0.0070 0.000
H 0.9303 -3.3337 -5.5209 0.0866 0.0867 -0.0092 0.000
H -2.5797 3.7975 0.0578 -0.0900 0.1286 -0.0436 -0.001
H 2.1356 2.4176 -6.1509 0.1237 0.0388 0.0176 0.000
H -4.9340 6.0721 2.8857 0.0015 -0.0240 -0.0019 0.000
H 4.3315 4.3298 1.7723 -0.0332 -0.0162 0.0647 0.001
H 2.2172 -0.0807 -6.1183 0.1557 -0.0545 0.0568 0.000
H -5.2354 -1.7459 -1.2031 -0.1303 0.0255 0.0645 0.000
H -4.6544 -3.7487 0.3507 -0.1487 0.0199 0.1247 0.000
H 3.5565 -0.9191 5.3233 0.0100 0.0554 -0.0453 -0.003
H -0.0577 5.5391 2.4753 -0.0491 0.1853 0.0074 -0.005
H 2.1564 5.2364 1.0144 0.0606 0.1192 -0.0671 0.005
H -2.7563 -3.8040 -4.9939 -0.1483 0.0425 0.0296 0.000
H 0.1455 4.5789 -1.2230 0.1048 0.0067 0.0714 0.002
H -1.0150 3.0543 0.3706 -0.0915 -0.0159 0.0197 -0.022
H -0.3083 -3.5646 5.0280 -0.0601 -0.0862 0.0091 0.006
```
Positions in Å, forces in eV/Å.

For the LUMO energy (spin up / spin down), the calculation gives 2.722 / 2.647 eV. Its largest force on an atom is 2.11 eV/Å. Its relative energy (zero: lowest compared OMol25 entry of this formula, charge and spin) is 191.9 kJ/mol. Its net charge is -2. The highest occupied orbital energy (spin up / spin down) comes out at -1.07 / -2.55 eV. As for the multiplicity: 2.